Entry 1:
95
Properties=species:S:1:pos:R:3:forces:R:3:lowdin_spin:R:1 method="wB97M-V/def2-TZVPD" energy_ha=-15120.2727 gap_ha="0.234 / 0.215" total_charge=-1 spin_multiplicity=5
Pt 1.559 -1.129 -1.186 -0.1 0.4 -0.9 0.050
C -4.645 4.091 -6.844 0.8 -1.0 -0.3 0.002
O -4.583 5.164 -5.907 1.0 0.6 0.3 0.048
C -3.350 5.423 -5.254 -1.1 0.1 -0.3 0.116
C -2.143 4.825 -5.603 -0.3 -0.3 -0.6 -0.005
C -0.991 5.043 -4.907 -0.5 -0.6 0.4 0.122
C -1.047 5.785 -3.722 0.7 -0.6 -2.2 0.038
C -2.191 6.493 -3.454 -1.7 1.2 1.8 0.099
C -3.352 6.348 -4.185 -0.6 -0.6 -0.6 -0.024
N 0.026 5.858 -2.965 2.6 -0.2 1.5 0.536
N 1.151 5.221 -3.413 -1.5 -0.1 1.9 0.569
C 1.547 4.017 -2.857 -2.1 1.3 0.4 0.042
C 2.732 3.637 -3.420 2.8 -3.9 -0.6 0.173
C 3.358 2.226 -3.332 -5.2 6.0 1.3 -0.040
C 2.599 1.360 -2.543 1.8 -1.8 -0.6 0.089
O 3.195 0.163 -2.421 -3.5 1.2 1.6 0.137
C 1.235 1.826 -1.939 0.9 -3.6 -0.2 0.028
N 0.453 0.793 -1.341 5.3 0.8 -1.7 0.018
C -0.525 1.144 -0.621 -3.8 0.9 2.0 -0.004
C -1.175 2.455 -0.598 2.7 -0.9 -0.4 0.028
C -0.424 3.394 -1.325 -4.5 1.3 2.4 0.002
C 0.732 3.104 -1.941 3.9 0.8 -3.5 0.022
H -5.610 4.118 -7.463 1.4 0.2 1.3 0.000
H -4.548 3.128 -6.258 -0.4 0.8 -0.8 0.001
H -3.751 4.090 -7.548 -1.2 0.2 0.6 0.001
H -2.064 4.153 -6.423 -0.2 -0.4 -0.6 -0.003
H -0.073 4.513 -5.116 -0.1 0.1 -0.4 0.012
H -2.182 7.083 -2.516 -0.1 -0.2 -0.8 0.005
H -4.303 6.843 -3.938 0.6 -0.2 0.0 -0.004
H 3.130 4.440 -4.052 0.3 -0.6 0.2 0.007
H 4.213 2.068 -3.899 1.4 -0.8 -0.5 -0.007
H -0.834 0.289 -0.036 -1.0 0.2 0.2 0.000
H -2.049 2.709 0.037 0.8 -0.4 -0.7 0.002
H -0.840 4.423 -1.321 0.6 -0.7 -0.3 0.003
Se 7.884 -3.368 -0.844 0.0 -0.2 -0.2 0.608
Sb 6.093 -5.040 -1.290 0.1 0.8 -1.1 -0.022
Se 4.416 -2.819 -2.373 0.7 -0.7 -0.1 0.440
Se 2.826 -3.119 -0.847 -0.3 1.0 0.3 0.428
Se 5.704 -4.556 0.987 -0.3 0.0 1.1 0.432
C 0.923 -5.839 0.852 -2.4 -1.3 -0.9 0.000
Si 0.167 -4.926 -0.657 -1.3 0.6 0.6 0.012
C 0.846 -5.331 -2.339 2.4 -0.9 1.3 0.014
C -1.540 -5.728 -0.788 -0.7 -0.1 0.2 0.003
Si -0.266 -2.470 -0.653 0.3 -0.4 1.1 0.008
Si -0.819 -2.058 1.655 -1.5 -1.0 0.4 0.003
C -2.365 -1.002 2.145 2.2 1.7 0.5 0.001
C -1.076 -3.688 2.647 1.8 -0.8 -1.9 0.000
C 0.588 -1.166 2.437 -1.0 0.6 1.4 0.001
Si -2.129 -2.009 -2.033 0.2 -1.0 -0.5 0.001
C -1.364 -1.999 -3.823 -1.3 0.7 0.3 0.000
C -3.517 -3.371 -1.868 -0.6 0.6 0.6 0.000
C -3.122 -0.456 -1.772 0.1 2.0 -1.2 0.000
H 0.435 -6.880 0.892 0.3 1.4 -0.1 0.000
H 0.690 -5.369 1.786 0.2 0.1 0.3 0.000
H 1.923 -6.084 0.769 2.3 0.0 -0.1 0.002
H 0.625 -6.342 -2.656 -0.2 -0.2 -0.2 0.001
H 1.963 -5.215 -2.299 -0.9 -0.4 -0.2 0.005
H 0.544 -4.603 -3.023 -0.8 1.0 -1.3 0.000
H -1.356 -6.793 -0.837 0.2 -0.6 -0.1 0.000
H -1.997 -5.466 -1.740 0.0 0.0 0.0 0.000
H -2.324 -5.651 -0.014 0.5 0.4 -0.1 0.000
H -2.212 0.024 1.697 -0.8 -1.0 -0.1 0.000
H -2.052 -0.738 3.193 -0.7 -0.6 -0.5 0.000
H -3.376 -1.373 2.109 -0.2 0.0 -0.2 0.000
H -1.671 -4.454 2.126 -0.2 0.4 0.2 0.000
H -1.420 -3.517 3.626 -0.6 0.3 1.2 0.000
H -0.065 -4.182 2.726 -1.0 0.8 0.3 0.000
H 0.618 -0.204 1.969 0.6 0.7 -0.4 0.000
H 1.454 -1.739 2.295 1.6 -0.5 -0.5 0.001
H 0.533 -0.976 3.529 -0.3 -0.2 -0.4 0.000
H -1.342 -3.022 -4.108 0.2 -1.2 -0.3 0.000
H -0.348 -1.620 -3.894 0.0 0.2 0.2 0.000
H -2.009 -1.532 -4.600 0.3 0.1 0.6 0.000
H -3.736 -3.709 -0.819 0.6 0.3 -0.8 0.000
H -3.372 -4.266 -2.477 -0.1 0.2 0.0 0.000
H -4.481 -2.887 -2.150 0.6 -0.3 -0.2 0.000
H -3.817 -0.413 -2.675 0.5 -0.1 1.2 0.000
H -2.535 0.509 -1.862 -0.5 -1.2 0.0 0.000
H -3.668 -0.344 -0.833 -0.2 -0.4 -0.1 0.000
C 0.683 0.286 9.310 1.4 -0.4 -0.8 0.000
N 1.925 0.989 8.990 -1.1 1.2 0.7 0.000
C 2.083 2.370 9.222 1.4 -0.7 0.1 0.000
C 3.303 2.694 8.691 -1.1 -1.1 0.5 0.000
N 3.825 1.542 8.090 -0.8 0.4 -0.4 0.000
C 4.900 1.632 7.035 -1.8 -1.3 0.9 0.000
C 2.895 0.513 8.228 2.1 -0.8 -1.8 0.000
Se 3.018 -1.155 7.280 -0.2 1.4 1.0 0.000
H 0.858 -0.740 8.934 -0.8 0.6 -0.1 0.000
H -0.081 0.889 8.863 -0.8 -0.4 -0.5 0.000
H 0.507 0.260 10.359 0.1 0.0 1.0 0.000
H 1.398 2.908 9.873 0.3 -0.1 -0.3 0.000
H 3.866 3.588 8.835 0.2 0.3 -0.3 0.000
H 4.425 1.527 6.051 0.2 0.1 0.3 0.000
H 5.565 0.791 7.200 0.3 0.2 -0.1 0.000
H 5.329 2.595 7.184 0.7 0.6 -0.1 0.000

=====

Entry 2:
117
Properties=species:S:1:pos:R:3:forces:R:3:lowdin_charge:R:1 method="wB97M-V/def2-TZVPD" energy_ha=-4548.2560 gap_ha="0.191 / 0.206"
Ca -14.464 -7.876 -13.392 0.8 -0.6 -0.4 1.164
C -11.682 -11.585 -13.152 -0.6 -1.9 -1.0 -0.045
C -13.122 -11.902 -13.560 0.6 0.8 -0.2 -0.228
C -13.318 -12.334 -14.836 -0.5 0.7 0.3 0.064
C -14.689 -12.343 -15.297 -0.2 -0.3 0.9 -0.234
N -15.705 -12.291 -14.502 0.9 -0.3 0.9 0.204
N -15.428 -12.144 -13.137 -1.8 -0.2 0.4 0.040
B -16.647 -12.395 -12.271 1.4 -0.3 0.2 -0.508
N -16.575 -12.980 -10.861 -0.4 1.1 -2.1 0.030
N -15.698 -14.033 -10.790 0.0 1.4 -0.9 0.176
C -15.307 -14.371 -9.620 0.4 0.1 0.4 -0.249
C -15.844 -13.813 -8.426 -0.2 0.7 -1.5 0.041
C -16.802 -12.816 -8.506 0.0 -0.8 -0.3 -0.279
C -17.418 -12.311 -7.244 1.0 1.1 0.1 -0.062
C -17.238 -12.456 -9.780 -0.5 0.0 1.0 -0.566
S -18.710 -11.553 -9.925 1.0 0.2 0.1 0.750
C -14.262 -15.447 -9.631 -0.4 -1.1 1.3 -0.587
C -15.043 -16.731 -9.333 -0.7 -1.5 0.6 -0.058
C -13.521 -15.607 -10.935 0.9 0.2 -1.7 -0.071
C -13.249 -15.250 -8.509 0.9 0.4 0.5 -0.060
N -17.847 -12.527 -13.065 -0.9 0.6 0.1 -0.037
N -18.038 -13.660 -13.794 -1.5 -1.4 0.8 0.173
C -19.327 -14.013 -13.892 1.2 0.0 -1.2 -0.217
C -20.359 -13.115 -13.709 -1.3 -0.8 0.3 -0.016
C -20.156 -11.950 -13.031 0.7 2.1 1.2 -0.275
C -21.347 -11.123 -12.619 1.0 1.1 -0.6 -0.032
C -18.851 -11.685 -12.660 -0.4 1.4 -0.9 -0.554
S -18.154 -10.341 -11.685 -1.1 -1.7 -0.4 0.736
C -19.667 -15.429 -14.344 -0.1 0.4 -0.3 -0.572
C -20.294 -15.366 -15.780 -0.3 0.6 1.4 -0.020
C -20.649 -16.062 -13.350 1.6 -0.9 1.1 -0.043
C -18.407 -16.201 -14.292 0.9 -3.0 -0.8 -0.095
C -14.299 -11.544 -12.737 2.0 -0.1 -1.0 -0.688
S -14.216 -10.326 -11.605 -0.1 -0.3 0.6 0.691
C -15.016 -12.365 -16.726 1.1 0.4 -2.5 -0.558
C -14.741 -13.726 -17.379 0.6 -0.8 -1.0 -0.036
C -14.133 -11.259 -17.423 -0.4 0.4 0.1 -0.040
C -16.402 -11.956 -17.079 -2.4 0.8 1.4 -0.086
H -11.108 -12.149 -13.934 0.0 0.6 1.0 0.090
H -11.411 -10.555 -13.185 -0.1 0.8 -0.1 0.069
H -11.455 -11.968 -12.164 0.1 -0.1 0.2 0.073
H -12.471 -12.396 -15.551 -0.8 -0.3 0.7 0.136
H -15.573 -14.190 -7.494 0.6 -0.5 1.4 0.088
H -17.021 -12.949 -6.457 -0.4 0.2 0.3 0.078
H -17.079 -11.255 -7.059 -0.3 -0.9 -0.1 0.112
H -18.495 -12.286 -7.283 -0.3 -0.2 0.2 0.054
H -15.767 -16.968 -10.173 0.8 0.2 1.0 0.104
H -14.349 -17.603 -9.151 -0.6 0.8 -0.5 0.097
H -15.625 -16.656 -8.361 0.5 0.1 -1.2 0.098
H -14.196 -15.747 -11.801 0.1 0.5 0.5 0.081
H -12.829 -14.736 -11.150 -0.9 -0.8 0.2 0.101
H -12.893 -16.528 -11.001 -0.3 0.6 0.7 0.094
H -13.615 -15.279 -7.456 -0.1 -0.2 -0.9 0.090
H -12.503 -16.041 -8.658 0.0 0.2 0.4 0.085
H -12.715 -14.286 -8.594 -0.2 -0.3 -0.2 0.095
H -21.390 -13.410 -13.844 0.0 -0.2 -0.2 0.114
H -22.145 -11.787 -12.379 -0.6 -0.3 0.5 0.072
H -21.114 -10.392 -11.831 -0.1 -0.5 0.1 0.070
H -21.699 -10.498 -13.448 0.1 -0.2 -0.1 0.090
H -21.259 -14.842 -15.626 0.4 -0.4 -0.6 0.082
H -19.639 -14.731 -16.354 0.1 0.1 -0.6 0.075
H -20.442 -16.331 -16.277 0.1 0.1 0.3 0.084
H -21.436 -15.375 -13.105 -0.8 -0.1 0.0 0.058
H -20.957 -17.055 -13.735 -0.3 0.7 0.2 0.095
H -20.083 -16.281 -12.375 -0.8 0.4 -1.2 0.111
H -17.565 -15.710 -14.775 -0.1 -0.2 -0.4 0.070
H -18.059 -16.390 -13.269 -0.2 0.2 -0.1 0.080
H -18.617 -17.247 -14.747 0.6 1.5 0.5 0.118
H -13.700 -13.766 -17.741 -0.1 -0.3 0.7 0.080
H -14.999 -14.615 -16.769 0.2 0.6 -0.2 0.094
H -15.278 -13.843 -18.343 -0.1 0.3 0.6 0.087
H -13.052 -11.499 -17.509 -0.7 0.1 0.0 0.083
H -14.589 -11.138 -18.424 0.6 0.0 0.3 0.087
H -14.257 -10.277 -16.882 0.3 -1.0 -0.4 0.085
H -17.208 -12.481 -16.544 0.4 -0.2 0.1 0.080
H -16.573 -10.899 -16.821 0.1 -0.2 0.0 0.093
H -16.671 -12.057 -18.113 0.5 -0.1 -0.7 0.076
F -13.500 -8.605 -15.203 -0.5 0.3 0.6 -0.708
C -12.654 -4.949 -8.680 1.0 0.8 -1.1 -0.081
C -13.913 -5.820 -9.036 1.7 0.2 0.0 -0.630
C -15.170 -4.930 -8.990 -0.8 -0.6 0.1 -0.065
C -13.809 -7.070 -8.146 -2.6 0.1 1.0 -0.068
C -13.787 -6.238 -10.427 -0.3 0.1 -2.1 -0.269
C -13.848 -6.371 -11.657 0.3 -0.2 1.2 -0.181
H -12.669 -4.587 -7.645 -0.1 -0.2 -0.1 0.067
H -12.601 -4.029 -9.349 -0.3 -1.0 0.8 0.093
H -11.647 -5.461 -8.862 -1.6 0.3 0.3 0.098
H -15.327 -4.342 -8.077 0.3 -0.3 0.0 0.075
H -16.077 -5.536 -9.172 0.4 0.1 0.2 0.085
H -15.143 -4.251 -9.841 0.2 0.1 0.1 0.073
H -14.076 -6.785 -7.119 0.1 0.0 0.0 0.077
H -12.829 -7.449 -8.095 1.3 -0.4 -0.3 0.054
H -14.490 -7.928 -8.391 0.4 0.9 -0.2 0.090
O -16.233 -6.668 -13.966 -1.2 1.2 -1.0 -0.702
S -16.665 -5.272 -14.446 0.3 -0.8 0.7 1.068
C -17.688 -5.496 -15.915 0.6 0.7 -0.3 -0.376
C -17.824 -4.398 -16.793 -0.4 0.0 1.1 -0.076
C -18.558 -4.553 -17.953 0.6 1.0 -1.1 -0.084
C -19.022 -5.806 -18.336 -1.0 -0.5 0.9 -0.087
C -18.954 -6.839 -17.406 0.4 -1.1 0.0 -0.063
C -18.252 -6.708 -16.175 -1.2 -0.2 -1.4 -0.066
C -15.263 -4.575 -15.286 0.7 0.1 0.5 -0.402
C -14.446 -5.443 -16.039 -1.2 -0.8 0.7 -0.063
C -13.310 -4.938 -16.610 0.8 -0.1 -0.6 -0.078
C -12.991 -3.597 -16.521 1.0 0.4 -0.2 -0.077
C -13.814 -2.787 -15.768 0.1 2.2 0.4 -0.096
C -14.923 -3.231 -15.041 0.3 -1.1 -0.1 -0.069
H -17.456 -3.430 -16.417 -0.1 -0.4 -0.7 0.116
H -18.683 -3.707 -18.667 0.1 -0.6 0.8 0.121
H -19.615 -5.954 -19.248 0.5 0.2 0.3 0.111
H -19.382 -7.833 -17.678 0.3 0.9 0.4 0.117
H -18.233 -7.521 -15.472 0.3 -0.2 0.1 0.105
H -14.680 -6.541 -16.046 0.3 1.2 -0.3 0.114
H -12.599 -5.533 -17.156 -0.2 -0.6 0.0 0.113
H -11.998 -3.244 -16.968 -1.8 -0.3 0.6 0.138
H -13.595 -1.707 -15.712 0.2 -0.6 0.2 0.112
H -15.360 -2.623 -14.212 0.0 -0.5 -1.2 0.132

=====

Entry 3:
56
Properties=species:S:1:pos:R:3:forces:R:3:nbo_charge:R:1 method="wB97M-V/def2-TZVPD" energy_ha=-1625.6664 gap_ha=0.302
C -2.883 -0.108 2.243 -0.1 -0.2 0.1 -0.686
C -2.363 0.959 1.335 0.0 0.0 0.2 0.133
C -1.474 1.907 1.845 -0.1 0.0 -0.1 -0.242
C -0.939 2.903 1.051 0.0 0.0 0.0 -0.189
C -1.285 2.985 -0.290 0.0 0.0 0.0 -0.236
C -2.170 2.061 -0.813 0.0 0.2 -0.2 -0.176
C -2.700 1.065 -0.009 -0.4 -0.3 -0.3 -0.371
S -3.776 -0.070 -0.911 0.0 -0.3 -0.5 2.167
O -4.634 -0.828 -0.042 0.2 -0.1 0.2 -0.937
O -4.399 0.664 -1.978 0.2 0.2 -0.2 -0.940
C -2.585 -1.256 -1.709 -0.3 1.0 0.6 -0.673
C -1.671 -1.778 -0.689 0.0 -0.9 0.3 0.263
C -1.653 -2.949 0.019 0.0 0.6 -0.4 -0.278
C -0.582 -2.847 0.932 0.5 0.7 0.0 -0.232
C -0.020 -1.614 0.731 -0.3 -1.1 0.3 0.160
C 1.100 -0.953 1.424 0.0 0.5 -0.1 0.623
O 1.785 -1.524 2.252 -0.1 -0.3 0.1 -0.620
N 1.276 0.336 1.057 0.0 0.0 -0.2 -0.608
C 2.321 1.169 1.591 0.3 0.2 -0.1 -0.251
C 3.101 1.916 0.487 -0.1 -0.1 0.4 -0.193
N 3.922 1.153 -0.405 -0.1 -0.1 0.1 -0.480
C 5.060 0.460 0.159 0.1 -0.1 0.1 -0.210
C 4.832 -1.038 0.384 0.1 0.1 -0.2 -0.426
C 4.414 -1.680 -0.934 -0.2 0.0 0.2 -0.400
C 3.151 -0.996 -1.446 0.0 0.1 0.0 -0.414
C 3.326 0.529 -1.571 0.0 0.0 -0.4 -0.026
C 4.155 0.886 -2.814 -0.3 0.0 0.2 -0.614
O -0.683 -0.961 -0.260 0.3 0.0 0.0 -0.417
H -3.685 -0.668 1.777 0.1 0.0 0.2 0.263
H -2.076 -0.793 2.505 0.0 -0.1 0.0 0.230
H -3.247 0.339 3.166 0.0 0.0 0.1 0.226
H -1.200 1.846 2.889 0.0 0.0 0.1 0.222
H -0.254 3.621 1.477 0.1 0.1 0.1 0.221
H -0.876 3.763 -0.916 0.0 0.1 -0.1 0.224
H -2.485 2.105 -1.843 0.0 0.1 -0.1 0.244
H -3.197 -2.034 -2.154 -0.1 0.0 0.0 0.269
H -2.076 -0.672 -2.471 0.0 0.0 -0.1 0.253
H -2.322 -3.775 -0.103 -0.2 -0.1 -0.1 0.237
H -0.259 -3.574 1.648 0.1 -0.1 0.2 0.248
H 0.648 0.744 0.381 -0.1 -0.1 0.0 0.410
H 2.981 0.520 2.169 0.0 0.1 0.0 0.233
H 1.888 1.916 2.268 0.1 0.0 0.1 0.186
H 3.749 2.640 0.995 -0.1 0.1 0.0 0.196
H 2.383 2.482 -0.116 0.0 0.1 0.0 0.188
H 5.329 0.949 1.096 0.1 0.1 0.0 0.200
H 5.905 0.579 -0.532 0.1 0.0 0.1 0.183
H 5.753 -1.491 0.755 0.0 0.0 0.1 0.207
H 4.051 -1.204 1.127 0.0 0.0 0.1 0.216
H 5.220 -1.580 -1.664 0.1 -0.1 0.0 0.191
H 4.221 -2.745 -0.793 0.1 0.0 -0.1 0.212
H 2.340 -1.212 -0.749 0.0 0.0 -0.1 0.202
H 2.868 -1.399 -2.421 -0.1 0.0 0.0 0.205
H 2.332 0.973 -1.707 0.1 0.0 0.0 0.190
H 5.134 0.420 -2.778 0.2 -0.1 0.0 0.201
H 3.645 0.551 -3.714 0.0 -0.1 -0.2 0.203
H 4.289 1.963 -2.866 0.0 0.1 0.0 0.214